Record 1
ORCA calculation (ωB97M-V/def2-TZVPD) on the molecule C5H9N3O at a distorted geometry.

Each line ends with the Löwdin charge.
Element x y z (Å)
1 C 0.619 1.265 -1.790  0.04
2 C -0.172 0.404 -1.151  -0.40
3 N -1.113 -0.393 -1.796  0.09
4 C -0.394 0.492 0.420  -0.31
5 N 0.228 1.606 1.049  0.06
6 C 0.072 -0.871 0.929  -0.32
7 N -0.561 -1.391 2.085  0.07
8 C 1.008 -1.425 0.197  -0.15
9 O 1.883 -1.988 -0.360  0.16
10 H 0.592 1.363 -2.864  0.06
11 H 1.235 1.968 -1.261  0.04
12 H -0.976 -0.484 -2.792  0.09
13 H -1.315 -1.263 -1.327  0.09
14 H -1.479 0.552 0.557  0.15
15 H -0.135 1.835 1.964  0.08
16 H 1.235 1.604 0.960  0.08
17 H -0.432 -2.381 2.251  0.08
18 H -0.294 -0.892 2.928  0.08

Output
HOMO energy (eV): -8.2
Largest force on an atom (hartree/bohr): 0.04443
Total charge: 0
E_LUMO (eV): 0.7
Frontier orbital gap (eV): 8.9
Total energy (eV): -11846.7263

---

Record 2
ORCA calculation (ωB97M-V/def2-TZVPD) on a structure of composition C5H9N3O at a distorted geometry.

Each line ends with the Löwdin charge.
Element x y z (Å)
1 C 1.089 -1.730 -2.004  -0.20
2 C -0.044 -0.451 -0.280  -0.41
3 C 0.179 1.519 0.179  -0.43
4 C -0.548 -0.390 0.958  -0.27
5 C -1.282 -1.486 1.706  -0.04
6 H 0.609 -2.169 -3.401  0.14
7 H 2.262 -2.130 -1.780  0.08
8 H 1.248 -0.248 -2.017  0.15
9 H 0.249 -2.436 -0.447  0.08
10 H 0.998 3.164 -0.427  0.12
11 H -0.456 3.575 0.843  0.25
12 H -0.981 -2.467 1.110  0.10
13 H -1.134 -1.620 2.897  0.11
14 H -2.445 -1.228 1.606  0.11
15 N 0.061 -1.603 -0.954  -0.09
16 N 0.623 0.651 -0.804  0.13
17 N 0.074 2.851 -0.034  0.10
18 O -0.253 0.937 1.350  0.07

Output
HOMO energy (eV): -7.3
Largest force on an atom (hartree/bohr): 0.11861
Total charge: 0
E_LUMO (eV): 0.5
Frontier orbital gap (eV): 7.8
Total energy (eV): -11841.6825

---

Record 3
ORCA calculation (ωB97M-V/def2-TZVPD) on the molecule C5H9N3O2 at a distorted geometry.

Each line ends with the Löwdin charge.
Element x y z (Å)
1 C -2.084 0.499 0.361  -0.07
2 C 0.881 0.698 1.053  -0.03
3 C 0.206 -0.813 -0.610  -0.64
4 C 1.427 0.271 -0.056  -0.18
5 C -1.014 -0.544 0.569  -0.38
6 N -0.371 -0.367 -1.848  0.12
7 N 2.610 0.235 -0.686  0.15
8 O 0.422 1.795 1.595  0.12
9 N -1.201 -1.477 1.404  0.15
10 O 0.674 -1.983 -0.565  -0.06
11 H 0.144 1.618 2.508  0.15
12 H 0.178 -0.690 -2.634  0.09
13 H -0.558 0.626 -1.904  0.08
14 H 2.787 -0.638 -1.172  0.12
15 H 3.415 0.668 -0.258  0.11
16 H -0.426 -2.150 1.337  0.06
17 H -2.699 0.202 -0.489  0.08
18 H -2.722 0.561 1.242  0.08
19 H -1.670 1.487 0.153  0.06

Output
HOMO energy (eV): -8.1
Largest force on an atom (hartree/bohr): 0.05502
Total charge: 0
E_LUMO (eV): -0.5
Frontier orbital gap (eV): 7.7
Total energy (eV): -13891.2452

---

Record 4
ORCA calculation (ωB97M-V/def2-TZVPD) on a cluster of 2 separate species, C5H9N3O2 in total at a distorted geometry.

Each line ends with the Löwdin charge.
Element x y z (Å)
1 C 0.027 -1.695 -0.688  -0.06
2 C -0.413 -0.160 -0.707  -0.46
3 C 0.218 0.776 -1.725  -0.09
4 C -0.327 0.227 0.700  -0.06
5 C 0.224 0.268 1.791  -0.11
6 N 0.438 0.541 3.122  0.07
7 H 0.088 -2.101 -1.772  0.10
8 H -0.689 -2.119 -0.067  0.04
9 H 1.038 -1.590 -0.183  0.09
10 H -1.496 -0.226 -0.926  0.12
11 H 1.415 0.744 -1.708  0.13
12 H -0.069 1.803 -1.564  0.06
13 H -0.119 0.594 -2.745  0.07
14 H 0.873 1.382 3.293  0.05
15 H 0.739 -0.073 3.823  0.07
16 O -2.934 2.097 1.004  0.04
17 N -2.960 1.664 2.112  -0.06
18 N -3.181 0.797 2.830  -0.06
19 O -3.519 0.307 3.859  0.06

Output
HOMO energy (eV): -8.5
Largest force on an atom (hartree/bohr): 0.08780
Total charge: 0
E_LUMO (eV): -0.1
Frontier orbital gap (eV): 8.4
Total energy (eV): -13887.8627

---

Record 5
ORCA calculation (ωB97M-V/def2-TZVPD) on the molecule C5H9N3O2S at a distorted geometry.

Each line ends with the Löwdin charge.
Element x y z (Å)
1 C 1.565 1.712 -0.810  -0.03
2 C 0.552 0.749 -0.159  -0.67
3 S 0.475 -0.613 -1.390  0.63
4 N -0.560 -1.893 -0.728  -0.08
5 O -0.111 -0.240 -2.593  -0.26
6 O 1.759 -1.210 -1.448  -0.28
7 N -0.742 1.308 -0.033  0.10
8 C -1.568 0.747 0.739  -0.16
9 C -1.267 -0.377 1.617  -0.14
10 C 0.315 -0.291 1.877  -0.05
11 N 1.110 0.320 1.052  0.10
12 H 2.373 1.025 -1.142  0.08
13 H 1.847 2.627 -0.339  0.08
14 H 0.885 2.049 -1.662  0.10
15 H -1.435 -2.113 -1.292  0.10
16 H -0.003 -2.682 -1.064  0.05
17 H -2.564 1.263 0.872  0.14
18 H -1.817 -0.225 2.468  0.07
19 H -1.346 -1.353 1.142  0.08
20 H 0.532 -0.802 2.894  0.14

Output
HOMO energy (eV): -9.7
Largest force on an atom (hartree/bohr): 0.09915
Total charge: 0
E_LUMO (eV): 0.3
Frontier orbital gap (eV): 10.0
Total energy (eV): -24728.5738

---

Record 6
ORCA calculation (ωB97M-V/def2-TZVPD) on the molecule C5H9N3O3S at a distorted geometry.

Each line ends with the Löwdin charge.
Element x y z (Å)
1 H -0.961 2.205 0.930  0.09
2 N -0.974 1.278 1.369  0.18
3 C -1.004 0.345 0.563  -0.46
4 C -1.027 -1.067 1.028  -0.12
5 C -0.093 -1.870 0.137  -0.16
6 N 1.169 -1.572 0.099  0.13
7 C 1.656 -0.346 0.601  -0.60
8 N 2.422 -0.558 1.704  0.19
9 O 1.600 0.698 -0.069  0.00
10 S -1.245 0.379 -1.309  0.75
11 C -0.191 1.647 -2.125  -0.11
12 O -2.674 0.757 -1.423  -0.35
13 O -0.983 -0.962 -1.860  -0.34
14 H -2.078 -1.574 1.098  0.17
15 H -0.398 -0.947 1.953  0.14
16 H -0.437 -2.842 -0.190  0.12
17 H 2.912 0.129 2.131  0.06
18 H 2.387 -1.555 2.057  0.15
19 H -0.724 2.488 -1.758  0.03
20 H 0.903 1.654 -1.768  0.09
21 H -0.260 1.710 -3.168  0.05

Output
HOMO energy (eV): -9.9
Largest force on an atom (hartree/bohr): 0.09653
Total charge: 0
E_LUMO (eV): 0.6
Frontier orbital gap (eV): 10.5
Total energy (eV): -26776.4702

---

Record 7
ORCA calculation (ωB97M-V/def2-TZVPD) on a cluster of 2 separate species, C5H9N3OS in total at a distorted geometry.

Each line ends with the Löwdin charge.
Element x y z (Å)
1 C 2.808 -1.850 -0.077  0.00
2 O 2.583 -0.494 0.436  -0.03
3 C 2.098 0.459 -0.346  -0.14
4 N 1.484 1.298 -0.897  -0.53
5 S 0.849 2.566 -1.561  0.57
6 H 3.448 -1.832 -1.001  0.12
7 H 1.914 -2.347 -0.416  0.07
8 H 3.119 -2.212 0.848  0.08
9 C -1.630 0.985 1.439  -0.05
10 N -1.565 0.085 0.334  -0.26
11 C -1.955 0.724 -0.969  -0.04
12 C -1.223 -1.175 0.350  -0.33
13 N -0.822 -2.294 0.392  0.11
14 H -0.767 1.660 1.364  0.09
15 H -2.669 1.429 1.306  0.11
16 H -1.670 0.344 2.337  0.10
17 H -1.074 1.422 -0.961  -0.03
18 H -1.954 0.166 -1.868  0.08
19 H -2.973 1.070 -0.713  0.09

Output
HOMO energy (eV): -8.1
Largest force on an atom (hartree/bohr): 0.09902
Total charge: 0
E_LUMO (eV): 0.3
Frontier orbital gap (eV): 8.4
Total energy (eV): -22679.0703

---

Record 8
ORCA calculation (ωB97M-V/def2-TZVPD) on the molecule C5H9N3S at a distorted geometry.

Each line ends with the Löwdin charge.
Element x y z (Å)
1 C -1.858 0.094 0.114  -0.04
2 N -0.574 0.131 -0.543  -0.29
3 C -0.590 0.464 -1.959  -0.03
4 C 0.545 -0.051 -0.069  -0.25
5 S 0.650 -0.514 1.650  0.97
6 C 2.405 -1.132 1.640  -0.21
7 N 0.844 0.869 2.319  -0.32
8 C 0.663 1.955 1.620  -0.55
9 N 0.292 2.858 1.042  0.10
10 H -2.604 -0.190 -0.673  0.11
11 H -1.843 -0.735 0.776  0.06
12 H -2.221 0.941 0.616  0.09
13 H 0.371 0.804 -2.287  0.09
14 H -0.981 -0.371 -2.545  0.10
15 H -1.364 1.212 -2.095  0.09
16 H 2.349 -2.204 1.903  0.05
17 H 2.967 -0.507 2.208  0.01
18 H 2.919 -1.022 0.744  0.02

Output
HOMO energy (eV): -8.1
Largest force on an atom (hartree/bohr): 0.09010
Total charge: 0
E_LUMO (eV): 0.2
Frontier orbital gap (eV): 8.3
Total energy (eV): -20631.2712

---

Record 9
ORCA calculation (ωB97M-V/def2-TZVPD) on the ion C5H9N4 with charge +1 at a distorted geometry.

Each line ends with the Löwdin charge.
Element x y z (Å)
1 N -2.835 1.457 0.424  0.17
2 C -2.216 0.627 -0.504  -0.06
3 C -1.520 -0.527 -0.230  0.01
4 N -0.993 -1.598 -0.206  0.21
5 C 0.268 -2.345 -0.323  -0.17
6 N 1.197 -1.836 0.654  0.06
7 C 1.715 -0.637 0.634  -0.21
8 C 1.734 0.430 -0.204  -0.15
9 N 2.266 1.616 0.174  0.14
10 H -3.284 2.274 0.140  0.10
11 H -2.956 1.125 1.284  0.06
12 H -2.184 0.902 -1.602  0.16
13 H 0.497 -2.334 -1.328  0.11
14 H 0.062 -3.306 0.001  0.10
15 H 2.052 -0.328 1.692  0.15
16 H 1.409 0.407 -1.207  0.11
17 H 2.127 2.428 -0.449  0.14
18 H 2.662 1.646 1.049  0.08

Output
HOMO energy (spin up / spin down) (eV): -12.7 / -11.1
Largest force on an atom (hartree/bohr): 0.11327
Total charge: +1
E_LUMO (spin up / spin down) (eV): -4.3 / -5.8
Frontier orbital gap (spin up / spin down) (eV): 8.4 / 5.3
Total energy (eV): -11280.4651

---

Record 10
ORCA calculation (ωB97M-V/def2-TZVPD) on the ion C5H9N4O with charge +1 at a distorted geometry.

Each line ends with the Löwdin charge.
Element x y z (Å)
1 H 0.102 0.539 2.852  0.12
2 N 0.190 0.604 1.776  0.10
3 C 0.769 1.639 1.354  -0.29
4 N 0.942 1.686 0.026  0.02
5 C 0.476 0.566 -0.787  -0.15
6 C 1.385 -0.643 -0.604  -0.11
7 N 1.052 -1.828 -0.458  0.07
8 C -0.306 -2.174 -0.491  -0.18
9 N -1.319 -1.100 -0.231  0.15
10 C -1.004 0.187 -0.393  -0.31
11 O -1.834 1.098 -0.244  0.22
12 H 1.112 2.594 1.854  0.16
13 H 1.283 2.550 -0.355  0.14
14 H 0.512 1.066 -1.825  0.20
15 H 2.472 -0.601 -0.857  0.15
16 H -0.324 -2.600 -1.564  0.17
17 H -0.523 -2.958 0.279  0.15
18 H -2.199 -1.573 -0.383  0.17
19 H -2.786 0.949 0.050  0.22

Output
HOMO energy (eV): -13.3
Largest force on an atom (hartree/bohr): 0.07760
Total charge: +1
E_LUMO (eV): -3.6
Frontier orbital gap (eV): 9.7
Total energy (eV): -13330.5050

---

Repeat the second record exactly.
ORCA calculation (ωB97M-V/def2-TZVPD) on a structure of composition C5H9N3O at a distorted geometry.

Each line ends with the Löwdin charge.
Element x y z (Å)
1 C 1.089 -1.730 -2.004  -0.20
2 C -0.044 -0.451 -0.280  -0.41
3 C 0.179 1.519 0.179  -0.43
4 C -0.548 -0.390 0.958  -0.27
5 C -1.282 -1.486 1.706  -0.04
6 H 0.609 -2.169 -3.401  0.14
7 H 2.262 -2.130 -1.780  0.08
8 H 1.248 -0.248 -2.017  0.15
9 H 0.249 -2.436 -0.447  0.08
10 H 0.998 3.164 -0.427  0.12
11 H -0.456 3.575 0.843  0.25
12 H -0.981 -2.467 1.110  0.10
13 H -1.134 -1.620 2.897  0.11
14 H -2.445 -1.228 1.606  0.11
15 N 0.061 -1.603 -0.954  -0.09
16 N 0.623 0.651 -0.804  0.13
17 N 0.074 2.851 -0.034  0.10
18 O -0.253 0.937 1.350  0.07

Output
HOMO energy (eV): -7.3
Largest force on an atom (hartree/bohr): 0.11861
Total charge: 0
E_LUMO (eV): 0.5
Frontier orbital gap (eV): 7.8
Total energy (eV): -11841.6825

---

Q: What is the total energy in the third record?
A: -13891.2452 eV

---

Q: What is the largest force on an atom in the second record?
A: 0.11861 hartree/bohr

---

Q: Which of these has the highest largest force on an atom?
A: number 2